# 1
This record from OMol25 describes a cluster of 40 separate species, H80O40 in total in a non-equilibrium geometry. The level of theory is wB97M-V/def2-TZVPD.

Results
- Max |F|: 3.4 eV Å⁻¹
- Lowest unoccupied orbital energy: -0.55 eV
- Highest occupied orbital energy: -10.5 eV

XYZ file:
```
120
Properties=species:S:1:pos:R:3:forces:R:3:mulliken_charge:R:1
H -0.5226 0.3559 -4.9262 0.28 0.26 -0.01 0.22
H 5.5527 -2.6262 -0.4980 0.02 0.17 0.23 0.36
H 5.6541 1.8905 -2.4136 0.54 0.35 0.38 0.33
O -0.9162 3.4580 -2.3292 -0.63 -0.21 0.34 -0.56
H -1.3033 -1.6198 5.2992 0.52 0.02 -0.11 0.38
H -0.7574 -0.3967 -6.2283 -0.04 0.33 0.20 0.35
O 1.3307 1.8992 -3.4482 -0.05 0.03 -0.08 -0.60
H 0.8215 2.6259 -3.0822 0.14 0.39 -0.27 0.27
O -1.4981 -1.5963 4.3521 -0.09 -0.34 0.20 -0.80
H 4.2609 4.0440 2.6872 0.06 -0.53 0.68 0.26
O -2.1693 -3.5770 -0.5313 -0.13 0.27 0.54 -0.47
H 3.1086 0.2114 -1.3050 0.22 -0.07 0.08 0.25
H -2.7317 3.5262 -0.4639 -0.20 0.52 0.03 0.31
H 5.7981 -0.2702 -1.1937 0.58 -0.49 -0.38 0.41
O 5.7886 -2.5547 0.4371 -0.23 -0.37 0.19 -0.72
H -2.9366 1.5269 -3.2018 -0.34 -0.41 -0.51 0.40
H 3.0505 2.7113 0.5307 0.50 0.02 -0.07 0.25
H 0.0045 6.4808 -1.4880 -0.03 0.05 -0.06 0.32
O 3.3691 0.2632 2.4273 0.66 0.95 0.80 -0.66
H -2.5349 -1.7207 -2.3729 0.41 0.60 -0.15 -0.03
O 1.2314 -3.5232 -0.2317 -1.08 -0.08 -0.37 -0.72
H 1.4605 -1.1733 6.5273 0.08 0.44 -0.14 0.29
O 5.0949 1.9333 -1.6207 0.10 -0.18 -1.94 -0.47
O -4.9997 -3.3021 0.3127 0.30 -0.02 -0.95 -0.67
H -1.3114 -0.4373 -0.0538 -0.51 -0.04 0.25 -0.07
O 4.7114 3.4579 2.0848 0.34 0.40 -1.46 -0.60
H 0.1022 0.1981 2.0800 0.33 0.11 -0.29 -0.05
O -1.6876 -1.0994 1.8126 0.24 0.16 -0.78 0.12
H -5.3332 -3.6009 1.1598 0.04 0.11 0.22 0.30
H -3.8368 2.5823 4.0178 0.53 0.44 0.03 0.28
H 2.4674 -1.6095 0.0506 -0.39 0.25 -0.27 -0.03
O -0.9369 6.4171 -1.2994 0.09 0.06 0.17 -0.63
O 0.8389 -1.5164 5.8846 -0.57 -1.44 0.71 -0.66
O -4.9201 -1.8095 -3.2011 0.00 -0.27 -0.78 -0.56
H -4.3179 -0.6079 2.1035 0.69 0.05 -0.69 0.22
H -6.3992 2.3713 -0.3565 -0.04 -0.20 0.45 0.29
H -5.8539 -1.3926 -0.0622 -0.41 -0.19 -0.19 0.39
H -0.2611 1.3838 0.2622 -0.63 0.20 0.70 0.18
H -2.6393 1.7684 3.3156 0.10 0.65 0.27 0.29
H 4.2834 1.6331 -2.0887 -0.27 0.27 1.03 0.20
H -1.5839 -3.6581 0.2280 0.25 -0.20 -0.11 0.21
O -3.9079 -0.4844 4.7567 -1.88 -0.52 0.78 -0.67
H -3.8272 0.4521 4.5252 0.83 -0.60 -0.36 0.37
O -1.3719 -4.6312 -3.8604 -0.46 0.36 1.01 -0.70
O -2.2433 -2.3453 -3.0345 -0.57 -1.02 -0.48 -0.29
O 1.1524 1.1986 6.2330 0.65 -0.45 0.30 -0.57
H -2.8268 2.3526 0.3918 -0.07 0.07 0.53 0.23
H 1.1061 0.8512 2.9691 -0.37 0.30 0.22 0.20
H -0.5339 2.5974 -2.1254 0.03 -0.08 0.40 0.17
H 1.5799 2.0132 5.9501 -0.50 0.19 -0.20 0.29
H 0.8662 -0.9712 5.1159 0.57 0.91 -0.58 0.25
H -1.6766 3.1205 -2.8601 0.63 0.52 -0.25 0.39
O 0.2135 -0.9333 -2.5672 -0.31 0.19 -0.20 0.08
H -6.7808 -1.0878 -1.2589 0.13 -0.26 0.02 0.26
H -1.8218 -2.0090 -3.8333 0.16 0.66 0.37 0.36
H -4.9893 1.5634 -1.8714 0.08 0.06 0.19 0.18
O -6.2305 -0.6810 -0.5854 -0.17 0.66 0.14 -0.52
O -0.2092 -2.2440 -5.3305 0.00 -1.07 -0.34 -0.56
H -4.6320 0.2469 -2.5812 -0.22 -0.29 0.29 0.28
H 1.8995 4.2173 4.2265 -0.11 0.19 -0.12 0.28
O 5.3448 -0.9933 -1.6675 -0.42 -0.34 -0.38 -0.55
O -1.4603 0.3244 -0.6295 0.49 0.35 -0.49 0.67
H 3.0208 -3.9286 -0.8041 -0.59 0.01 -0.67 0.28
O -1.0557 0.3744 -5.7278 -0.07 -0.24 -0.37 -0.69
O 0.6031 0.0327 2.8897 -0.02 -0.44 0.88 0.37
O -4.2601 0.9550 -2.0406 0.39 0.25 -0.23 -0.46
H 4.9114 4.2971 -1.0091 0.68 -1.00 -1.04 0.29
H -3.0488 -3.5521 -0.1185 -0.16 -0.29 -0.34 0.31
H -4.1365 -1.7784 -3.7677 0.34 0.48 0.27 0.22
O 0.2399 1.7869 1.0100 0.15 -0.11 -1.82 -0.52
O -3.5875 1.8748 3.4243 -0.57 -0.70 -0.47 -0.66
H -2.3640 0.6368 -0.5338 -0.32 -0.43 -0.09 -0.33
O 4.1757 4.5601 -1.5425 -2.11 2.13 1.51 -0.59
O 3.6420 -4.0751 -1.5431 0.50 0.08 1.20 -0.63
H -1.0674 5.4748 -1.1501 -0.02 -0.14 -0.19 0.28
H -1.5956 -0.7629 2.7069 -0.54 0.07 -0.30 0.04
O 6.1647 0.6367 0.3709 0.42 -1.50 1.14 -0.73
H 1.0642 1.8876 0.4890 0.40 0.15 0.87 0.36
H -4.6234 -2.4211 0.4829 -0.18 -0.66 0.47 0.23
H 5.2544 0.9485 0.3612 0.21 0.90 -0.64 0.37
H -2.2534 1.3622 -4.6779 -0.38 -0.20 -0.09 0.35
O 3.0807 1.7822 0.2721 -0.27 -0.34 0.03 -0.33
H 3.9491 4.3910 -2.4441 1.16 -0.88 -0.39 0.29
H 3.2858 1.2654 1.0900 -0.55 0.25 -0.12 0.24
H 4.0927 -0.1511 -2.4655 -0.88 -0.43 0.75 0.23
H 3.9038 -0.5025 2.2300 0.13 -0.47 -0.21 0.27
H 0.8632 -3.1300 0.5666 0.47 -0.05 0.24 0.20
O 2.9894 -3.8389 2.6142 -0.67 -0.26 0.53 -0.55
H 0.0232 -0.9951 -3.5113 0.54 -0.38 0.00 -0.11
H 2.5365 -0.1153 2.7214 -0.24 -0.38 -0.28 0.10
H 2.7216 -4.6824 2.9879 0.52 -0.55 -0.06 0.29
H 0.4089 3.8154 4.1131 0.07 0.18 -0.15 0.28
H -5.0205 -1.4508 2.9431 0.04 -0.97 0.18 0.29
H -2.2915 -4.3928 -3.6583 -0.35 -0.48 -0.98 0.35
O 1.2470 3.5789 4.5189 0.07 -0.34 0.19 -0.56
H -2.1812 -1.9155 1.9274 -0.28 -0.03 0.09 0.06
H 4.4158 -4.2808 -0.9953 0.14 -0.26 -0.56 0.34
O 2.7235 -1.8038 0.9541 0.71 0.30 -0.28 0.11
H 0.1146 -3.0728 -4.9379 0.12 0.32 0.56 0.22
H -1.1271 -4.1551 -3.0454 1.07 -0.26 -0.14 0.29
H -3.1779 -1.0988 4.6263 0.45 1.02 -0.42 0.44
H 0.7294 -3.0646 -0.9219 0.12 -0.15 -0.34 0.30
O -2.1896 1.7240 -3.7899 0.19 0.38 0.72 -0.65
O -5.8138 3.0758 -0.0655 -0.46 0.23 -0.55 -0.61
O -3.1359 3.2677 0.3784 0.70 -0.56 -0.35 -0.62
H -0.6257 -2.6633 -6.0977 -0.24 0.46 -0.12 0.30
H 1.9584 1.6186 -2.7703 0.03 -0.38 -0.11 0.38
H 3.4777 -2.3856 0.7724 0.08 -0.25 0.54 0.18
H 4.9155 2.5710 2.3866 -0.36 0.17 0.82 0.30
H -5.1399 -2.7228 -3.4192 -0.63 -0.11 0.54 0.28
H 5.7797 -1.5984 0.5589 0.26 0.03 0.08 0.31
O 3.1571 0.0637 -2.2557 -0.40 0.72 -0.81 -0.67
H 0.2133 1.2498 6.0643 -0.14 0.37 -0.10 0.27
H -0.7606 -1.1574 3.9048 0.56 -0.23 0.75 0.14
H 2.2194 -3.3315 2.9002 0.23 0.61 -0.30 0.23
O -4.4919 -1.5610 2.1308 -0.56 1.41 0.92 -0.56
H 5.8003 -1.4858 -2.3534 0.69 0.43 0.17 0.24
H 6.7624 1.1546 -0.1664 -0.53 0.68 -0.01 0.27
H -0.4225 -0.2501 -2.3157 0.08 0.03 0.45 -0.06
H -5.2045 2.7344 0.5931 0.11 -0.11 -0.10 0.31
```
Positions in Å, forces in eV/Å.

=====

# 2
This record from OMol25 describes a cluster of 14 separate species, C47H119N3O24 in total in a non-equilibrium geometry. The level of theory is wB97M-V/def2-TZVPD.

Results
- Max |F|: 3.7 eV Å⁻¹
- Total charge: +1
- Lowest unoccupied orbital energy (alpha / beta): -2.39 / -6.66 eV
- 2S+1: 2
- Highest occupied orbital energy (alpha / beta): -9.5 / -9.5 eV

XYZ file:
```
193
Properties=species:S:1:pos:R:3:forces:R:3:lowdin_spin:R:1
H 6.3139 -2.4185 0.2697 -0.28 0.20 0.22 0.00
C -0.5450 -3.5877 3.9583 1.51 -0.91 -0.81 0.00
H -2.8739 -2.4902 -7.9232 -0.57 0.61 -0.71 0.00
H -2.2109 5.1006 1.7491 0.05 0.09 -0.01 0.00
H -2.2226 0.6420 3.9233 0.63 -0.15 0.04 0.00
C 8.9576 -1.4421 -1.6129 -0.07 0.10 0.45 0.00
C -3.6867 0.1490 2.8434 -2.05 -0.03 -2.05 0.00
H 0.7582 -0.9545 -3.3926 0.16 -0.12 -0.06 0.00
H -7.5740 3.6146 3.7324 0.01 0.07 -0.33 0.00
H 5.4527 0.1809 -3.1887 0.13 0.55 0.15 0.00
O 3.5374 -4.5745 3.1267 0.01 0.48 -0.68 0.00
H 2.2900 4.8661 2.7966 0.38 0.84 -0.37 0.00
H -3.1869 2.9727 2.2813 -0.08 -0.12 0.48 0.00
H -1.0779 6.6365 -0.8514 0.25 -0.15 0.01 0.00
H 1.9149 -1.4750 2.4263 -0.03 0.30 -0.06 0.00
C 1.6498 3.0153 2.9032 -0.53 -2.69 1.81 0.00
H -2.8710 -4.9138 -2.4320 0.08 -0.67 -0.11 0.00
H -0.3185 0.1515 1.6491 -0.37 -0.15 0.29 0.00
C 0.1706 -1.9010 -0.5832 -0.10 -0.46 -0.72 0.00
H -0.0555 -2.9081 1.3293 0.03 -0.31 -0.08 0.00
H 7.7036 -1.6487 1.0142 0.14 0.01 0.04 0.00
H -4.1075 2.6803 4.5000 -0.21 -0.27 -0.05 0.00
H 5.2720 -3.8131 2.1373 -0.51 0.85 -0.24 0.00
H -1.0821 0.8637 -6.0251 0.13 0.21 0.17 0.00
O 0.4420 -4.2656 5.9820 0.15 0.35 1.94 0.00
H -4.5007 5.3946 5.6465 0.10 -0.04 1.61 0.01
H 0.0771 -2.6991 3.8516 0.66 -0.25 0.08 0.00
C -3.4245 5.6877 3.3713 1.64 0.59 -1.34 0.06
H 6.7436 -3.1600 -2.1069 -0.01 -0.22 0.75 0.00
H -0.3784 -3.0265 -2.3814 0.43 -0.15 0.13 0.00
O 4.0845 -0.8364 -6.1873 0.71 -0.94 1.29 0.00
H -2.7276 7.0306 -0.4115 -0.20 -0.25 0.31 0.00
H 3.3623 -4.0906 0.5388 0.16 0.27 -0.65 0.00
H -4.5917 -2.4135 -2.7899 0.09 0.00 -0.11 0.00
H 3.9074 0.0578 -2.3448 -0.04 -0.03 0.11 0.00
H -3.2729 -1.2231 -3.2305 -0.10 -0.40 -0.15 0.00
C 3.2551 -1.9928 5.2071 -1.06 -1.52 -1.11 0.00
C -7.0291 4.5446 3.8944 0.68 -0.36 0.16 0.03
C 2.8020 -0.5930 -5.6490 -1.10 2.06 -2.41 0.00
H -5.3788 -2.0590 -8.0992 0.18 -0.28 -0.30 0.00
H -5.5567 2.6299 2.3621 -0.12 -0.17 -0.10 0.00
C 0.1649 -4.7306 4.7021 -0.19 0.58 -0.72 0.00
C 7.3745 -2.2053 0.1366 -0.90 -0.19 1.21 0.00
O 3.1849 -6.0996 0.7802 -0.31 -0.34 -0.18 0.00
H -5.8790 2.2942 4.6046 0.29 -0.18 -0.31 0.00
O 0.4309 -0.2131 1.1725 0.56 -0.33 -0.83 0.00
C -4.2754 -1.3712 -2.8292 -0.39 2.77 2.46 0.00
C 2.1257 4.0718 2.0684 0.86 0.90 -1.15 0.00
H 6.2915 2.1066 -2.0855 -0.29 0.22 -0.32 0.00
H 2.0123 1.4049 -7.1525 -0.10 0.15 -0.41 0.00
H 7.1980 -2.0922 -3.2059 -0.05 1.15 -0.20 0.00
H -1.5453 -2.4551 0.5293 -0.20 -0.33 0.05 0.00
O -5.5565 -0.9927 -0.6734 0.86 0.44 -0.39 0.00
O -5.1263 -0.5133 -3.5927 0.08 -0.56 -0.99 0.00
H -1.5997 -2.0031 -1.8226 -0.19 0.04 0.35 0.00
H -7.3488 5.3103 3.1876 0.10 -0.16 -0.12 0.00
H -0.6663 2.0235 0.5793 1.43 0.31 0.02 0.00
C -2.4241 -6.2063 -0.9002 1.54 1.05 -2.57 0.00
C 2.7010 0.9435 -5.4147 0.79 -0.08 0.51 0.00
C -4.2996 -0.7012 -1.3415 -0.32 -1.52 -0.92 0.00
H -0.2952 -4.6516 6.4606 0.39 0.51 0.96 0.00
H 2.2158 -1.9406 0.2013 -0.02 -0.34 0.19 0.00
H -4.2199 0.3857 -1.3621 -0.25 -0.02 -0.58 0.00
H 2.1916 -1.7484 -1.5078 -0.20 0.08 -0.21 0.00
H -3.7677 3.3197 0.7516 -0.25 0.55 -0.16 0.00
H -3.7169 5.7419 1.1930 -0.20 0.20 0.23 0.00
H -3.1008 7.7589 4.1292 -0.50 -0.25 0.26 0.00
H -6.0517 -0.6587 -3.3828 -0.06 -0.11 0.44 0.00
C -3.8361 3.6873 1.7754 1.00 0.41 0.43 0.00
H -5.1291 3.1745 5.8422 -0.04 0.91 -0.01 0.00
H 1.4347 -2.7045 5.7723 0.43 -0.42 0.09 0.00
O -2.0465 8.0094 -2.0334 -0.01 0.63 -0.87 0.00
H -3.4246 -1.0089 -0.7690 -0.03 -0.49 0.30 0.00
H 1.8693 1.6234 -0.4444 -0.47 0.23 0.14 0.00
C -2.6087 5.6775 -2.0635 0.51 1.34 0.05 0.00
O -2.9571 -4.9566 -1.4768 -0.32 -0.73 1.74 0.00
H 3.6726 0.5058 0.2982 0.16 0.21 -0.58 0.00
O -1.6969 -3.1801 4.6244 -1.31 -0.04 0.09 0.00
C -3.5830 -2.6089 -7.1040 -0.14 0.30 0.96 0.00
H -3.6784 7.6615 2.4663 -0.33 -0.14 0.13 0.00
O 2.4850 -2.0413 2.9516 -1.46 -1.82 -1.80 0.00
H -1.7185 0.4454 -2.4547 -0.12 0.12 0.09 0.00
H 9.5966 -0.8970 -0.9181 0.23 -0.12 -0.15 0.00
O 1.8970 -1.8726 5.6467 0.11 2.04 0.16 0.00
C 5.6308 1.9928 -1.2260 0.44 -1.67 0.17 0.00
H 1.7919 -3.3269 -0.8815 0.02 -0.03 0.23 0.00
O 7.7908 0.7651 -0.0708 0.16 -0.47 0.71 0.00
C 1.3416 1.1858 -1.2918 1.48 -1.42 -0.04 0.00
O 1.2005 4.4213 1.0475 0.40 -0.01 0.57 0.00
H -1.3959 -2.7345 5.4197 0.05 0.04 0.19 0.00
H -4.7817 -0.7115 -7.3163 0.58 0.33 0.53 0.00
C -4.8974 -1.7841 -7.1607 0.03 0.03 -1.23 0.00
H -0.6676 -6.0973 -2.1891 -0.25 0.37 -0.48 0.00
N 7.0503 -0.0204 -0.9616 -1.84 0.68 -1.16 0.00
H -0.6978 -3.9251 -0.0385 0.23 0.16 -0.06 0.00
H -0.8990 -1.1914 -3.9416 0.04 0.03 -0.01 0.00
H 1.9245 1.3335 -4.7566 -0.99 -0.32 -0.55 0.00
H -0.8025 2.7220 -1.0510 0.30 -0.14 -0.01 0.00
C -1.4787 -6.7964 -1.9856 -1.07 -0.96 1.00 0.00
H 1.1136 -5.0197 4.2499 -0.17 -0.11 -0.41 0.00
H 1.4476 1.8185 -2.1730 -0.41 0.39 0.27 0.00
C 5.2033 -1.7281 -2.3733 -0.30 1.54 -0.53 0.00
O 0.5353 3.3771 3.6831 -1.42 0.56 0.37 0.00
H -3.4394 -2.1786 4.1287 0.24 -0.55 0.34 0.00
C -0.5216 -2.0225 -1.9819 -0.45 -0.50 -0.22 0.00
C 3.3539 -1.3999 3.7562 0.67 2.15 2.84 0.00
H -1.7667 -5.9450 -0.0710 -0.11 0.30 0.14 0.00
H 7.8016 -3.2072 0.1784 0.55 0.16 -0.46 0.00
H 3.1475 -3.7008 3.0481 -0.56 0.29 0.00 0.00
O -5.9195 -2.0510 -6.2370 -0.24 -0.76 0.27 0.00
H -0.1799 1.0647 -3.1235 -0.56 0.64 0.15 0.00
H -5.8405 -1.6511 -5.3678 0.84 0.34 -0.07 0.00
H -1.9476 0.1555 -7.0455 -0.12 0.02 -0.36 0.00
C -0.2834 -0.9630 -3.0716 0.75 -1.63 1.18 0.00
H 1.2675 2.1223 2.4087 0.50 -0.09 -0.49 0.00
H -2.8841 3.7962 -1.8313 -0.05 -0.28 0.12 0.00
N -4.7369 5.4493 3.9158 -0.54 -0.39 1.43 0.64
H 3.5384 1.1761 -4.7569 0.68 0.33 -0.66 0.00
H -1.6450 -7.7975 -3.6340 -0.11 -0.07 -0.29 0.00
H -2.5822 -1.4766 -5.8290 0.04 0.12 -0.09 0.00
C -5.2296 3.6675 2.2949 -1.54 -1.15 0.61 0.00
C -2.0635 6.8614 -1.2591 -0.06 -1.05 1.11 0.00
H 2.4526 2.7351 3.5853 0.27 -0.32 -0.05 0.00
O -2.7817 4.5333 -1.2249 -0.08 0.65 -0.44 0.00
H -3.8803 -3.6546 -7.1828 0.09 -0.12 0.57 0.00
H -0.9832 -7.6511 -1.5252 0.00 -0.34 -0.04 0.00
H 4.2218 -0.1575 -6.8520 0.03 0.16 -0.13 0.00
C 5.5981 0.3941 -0.9827 -0.39 1.75 -1.10 0.00
H 6.0980 2.5868 -0.4406 -0.32 -0.26 0.36 0.00
C 4.6598 0.0512 0.2151 1.69 -0.87 0.74 0.00
C -3.0651 7.1632 3.2171 -0.27 1.49 0.55 0.02
H 4.8790 -1.9008 -3.3995 0.00 -0.80 -0.01 0.00
C -5.1020 3.0425 4.7606 0.08 0.50 -0.49 0.05
H -1.8974 1.6191 -0.2313 -0.70 -0.67 -1.13 0.00
H -2.5478 5.0483 5.3599 -0.45 0.20 0.08 0.00
H -1.9136 5.4954 -2.8832 0.05 -0.28 -0.05 0.00
H -0.6812 -3.9556 2.9414 -1.00 0.16 0.04 0.00
H 2.3536 -5.8317 1.1786 -0.01 -0.20 0.24 0.00
H -7.3265 4.8726 4.8905 0.45 0.05 0.06 0.00
C 4.5531 -4.6322 2.1216 1.24 -1.38 1.50 0.00
H 4.5598 -1.0303 0.3079 -0.41 -0.22 -0.40 0.00
H 1.9511 0.3193 -1.5483 0.27 -0.09 -0.07 0.00
H 0.3869 4.1947 1.5039 -0.72 0.17 -0.48 0.00
H -5.9775 4.1074 1.6352 0.31 0.43 -0.20 0.00
C 1.6794 -2.2593 -0.6925 -0.50 0.56 -0.02 0.00
C -0.0600 0.6263 -1.0494 0.17 1.13 0.19 0.00
H 2.1830 -0.7682 -6.5289 -1.00 -0.18 0.07 0.00
H 2.3731 -1.2516 -4.8938 1.08 0.02 0.40 0.00
H -3.1184 -6.9526 -0.5140 -0.64 0.38 -0.51 0.00
H 0.7482 4.1403 4.2251 0.22 0.10 0.15 0.00
O -4.9904 6.0595 5.1568 0.42 -0.49 -2.05 0.05
H -3.9568 0.7739 1.9922 -0.72 -0.16 -0.37 0.00
C 4.0007 -4.9480 0.7522 -0.48 0.06 0.56 0.00
C -5.4907 4.1931 3.7285 -1.06 0.36 0.07 0.05
C -4.0339 -1.3258 2.5334 0.47 -0.03 0.94 0.00
H 5.1806 -5.3908 2.5894 0.18 -0.75 -0.88 0.00
C -0.5735 -2.9224 0.3703 0.60 1.77 -0.35 0.00
C 7.5206 -1.3868 -1.1229 -0.35 -0.62 -0.87 0.00
H -1.3817 5.3631 4.1774 -0.25 0.33 -0.56 0.01
H 9.0581 -1.0713 -2.6330 0.05 0.17 0.13 0.00
N -0.1385 -0.5314 -0.1123 -0.79 0.23 -0.62 0.00
H -2.0489 7.3902 2.8949 0.19 -1.00 -0.23 0.00
H 8.0856 1.4995 -0.6142 0.23 0.05 -0.05 0.00
H -4.8829 -1.4881 1.8695 -0.15 0.61 0.17 0.00
H 3.9842 -1.5630 5.8939 -0.21 0.20 0.02 0.00
C 4.9667 -0.1923 -2.2873 1.19 -0.87 0.84 0.00
O 2.8037 1.6919 -6.6912 -0.07 -1.24 1.97 0.00
H 3.0797 3.7273 1.6693 0.05 0.47 -0.43 0.00
H -2.1263 8.7682 -1.4507 0.07 0.07 -0.16 0.00
O -2.7890 -2.4090 -5.9267 -0.75 -0.77 0.28 0.00
H 3.0356 -0.3676 3.9013 -0.22 0.38 0.05 0.00
H 4.7287 -5.1438 -0.0351 0.26 0.44 0.21 0.00
H -4.2917 0.4951 3.6814 -0.02 -0.23 0.19 0.00
H 4.3404 -1.2606 3.3140 0.45 -0.74 0.22 0.00
C -0.8497 1.7999 -0.4717 -1.29 0.07 1.25 0.00
C -0.6344 0.3320 -2.4566 -0.23 0.90 0.00 0.00
H -2.3274 3.9167 4.0494 -0.08 0.04 -0.07 0.00
H -3.5122 6.1059 -2.4975 -0.50 -0.65 -0.08 0.00
O -2.3514 0.4796 2.9860 1.62 -0.04 1.13 0.00
C 6.6947 -2.0791 -2.2392 -0.71 -0.87 -0.16 0.00
H 5.1925 0.2412 1.1470 0.10 0.57 0.15 0.00
C -2.3965 4.9792 4.2827 0.48 -0.81 0.74 0.06
H -5.5632 -1.9217 -0.4316 0.06 -0.19 -0.04 0.00
H 3.3282 -3.0802 5.1955 1.25 -0.04 -0.31 0.00
C -3.2808 5.0989 1.9575 0.16 -0.74 -0.82 0.00
H 4.6256 2.3620 -1.4294 0.04 0.00 -0.08 0.00
H 9.1876 -2.5074 -1.5947 0.48 0.08 -0.12 0.00
O -2.2452 -7.2276 -3.1476 0.87 0.74 1.12 0.00
O -1.6414 0.0955 -6.1406 0.06 0.09 0.09 0.00
O -4.3080 -2.0169 3.7532 -0.05 0.29 -0.38 0.00
H -3.1883 -1.8085 2.0433 0.28 0.15 -0.18 0.00
H -0.4794 -5.5809 4.9258 -0.17 -0.33 -1.33 0.00
H 4.5116 -2.2389 -1.7035 0.33 -0.29 0.18 0.00
```
Positions in Å, forces in eV/Å.